(1)
{
  "formula": "C25H27CoIN5O5S",
  "method": "ωB97M-V/def2-TZVPD",
  "symbols": ["Co", "C", "N", "C", "C", "O", "C", "O", "C", "C", "O", "N", "C", "C", "H", "H", "H", "H", "H", "H", "H", "H", "H", "H", "H", "H", "H", "H", "H", "H", "N", "C", "C", "C", "C", "C", "C", "N", "C", "C", "C", "S", "C", "N", "H", "H", "H", "H", "H", "H", "H", "I", "C", "C", "C", "C", "C", "C", "C", "O", "O", "H", "H", "H", "H"],
  "coordinates": [[-0.15, -0.25, 0.16], [-1.94, 3.79, 3.23], [-1.72, 2.36, 3.08], [-2.50, 1.51, 3.96], [-0.98, 1.82, 2.11], [-0.90, 0.59, 1.97], [-0.27, 2.75, 1.14], [0.42, 2.01, 0.16], [1.84, 2.06, 0.16], [2.42, 0.73, 0.60], [1.68, -0.18, 1.03], [3.73, 0.60, 0.52], [4.37, -0.67, 0.85], [4.57, 1.60, -0.15], [-1.86, 4.06, 4.29], [-1.22, 4.38, 2.68], [-2.94, 4.06, 2.89], [-2.38, 1.84, 4.99], [-3.56, 1.57, 3.70], [-2.17, 0.48, 3.86], [-1.01, 3.36, 0.62], [0.41, 3.43, 1.67], [2.15, 2.25, -0.87], [2.21, 2.86, 0.80], [3.66, -1.31, 1.36], [4.72, -1.16, -0.05], [5.22, -0.48, 1.51], [4.39, 1.60, -1.22], [4.38, 2.60, 0.25], [5.61, 1.36, 0.04], [-3.63, -1.87, -1.28], [-4.27, -0.66, -1.11], [-5.57, -0.25, -1.38], [-5.88, 1.07, -1.09], [-4.92, 1.94, -0.56], [-3.64, 1.53, -0.29], [-3.31, 0.20, -0.56], [-2.12, -0.49, -0.42], [-2.35, -1.71, -0.86], [-1.30, -2.71, -0.84], [-1.18, -3.88, -1.51], [0.36, -4.56, -1.19], [0.73, -3.24, -0.18], [-0.21, -2.36, -0.08], [-4.03, -2.72, -1.63], [-6.31, -0.92, -1.80], [-6.88, 1.43, -1.29], [-5.21, 2.97, -0.36], [-2.90, 2.21, 0.12], [-1.87, -4.35, -2.19], [1.68, -3.16, 0.32], [-3.20, 1.52, -7.08], [-1.77, 1.22, -5.57], [-2.16, 1.23, -4.24], [-1.22, 1.00, -3.26], [0.12, 0.78, -3.59], [0.50, 0.82, -4.92], [-0.44, 1.02, -5.92], [1.13, 0.50, -2.51], [2.26, 0.98, -2.58], [0.73, -0.28, -1.57], [-3.20, 1.42, -3.98], [-1.51, 1.00, -2.22], [1.55, 0.68, -5.17], [-0.14, 1.03, -6.96]],
  "mulliken_spin": [0.919, 0.000, 0.000, 0.000, 0.010, 0.007, -0.007, 0.017, -0.001, 0.002, -0.006, 0.000, 0.000, 0.000, 0.000, 0.000, 0.000, 0.000, 0.000, 0.000, 0.000, 0.000, 0.000, 0.000, 0.000, 0.000, 0.000, 0.000, 0.000, 0.000, 0.000, -0.001, 0.000, 0.000, 0.000, 0.001, -0.009, -0.007, -0.003, 0.006, 0.002, 0.005, 0.001, 0.040, 0.000, 0.000, 0.000, 0.000, 0.001, 0.000, 0.000, 0.000, 0.000, 0.000, 0.001, 0.001, 0.000, 0.000, 0.008, 0.000, 0.011, 0.000, 0.002, 0.000, 0.000],
  "homo_ev": [-10.3568, -10.3532],
  "charge": 1,
  "energy_ev": -100611.2519,
  "homo_lumo_gap_ev": [7.76, 7.77],
  "lumo_ha": [-0.095, -0.095],
  "spin_multiplicity": 2
}

(2)
{
  "formula": "C25H27FN4O3S",
  "method": "ωB97M-V/def2-TZVPD",
  "symbols": ["O", "C", "N", "C", "H", "C", "N", "C", "C", "C", "C", "C", "C", "H", "H", "H", "H", "F", "C", "H", "C", "H", "H", "H", "H", "H", "H", "C", "H", "C", "N", "S", "O", "O", "C", "C", "C", "C", "C", "C", "C", "C", "N", "C", "H", "H", "H", "H", "H", "H", "C", "H", "C", "C", "H", "H", "H", "H", "H", "H", "H"],
  "coordinates": [[-0.57, 2.10, 2.54], [-0.13, 1.19, 1.86], [0.49, 0.13, 2.41], [1.13, -0.97, 1.74], [0.78, -1.10, 0.72], [2.66, -0.75, 1.73], [3.07, -0.15, 2.99], [4.00, 0.87, 2.99], [4.05, 1.91, 3.93], [5.02, 2.89, 3.91], [5.99, 2.89, 2.93], [5.98, 1.88, 1.98], [5.01, 0.89, 2.02], [5.04, 0.10, 1.29], [6.73, 1.85, 1.21], [6.75, 3.65, 2.91], [4.98, 3.66, 4.67], [3.11, 2.02, 4.92], [2.18, -0.44, 4.08], [2.10, -1.53, 4.15], [0.80, 0.18, 3.84], [0.78, 1.23, 4.14], [0.03, -0.36, 4.41], [2.60, -0.08, 5.02], [3.17, -1.71, 1.57], [2.91, -0.08, 0.91], [0.88, -1.89, 2.29], [-0.33, 1.17, 0.35], [0.53, 0.71, -0.15], [-1.58, 0.34, 0.02], [-1.82, 0.30, -1.41], [-0.88, -0.80, -2.24], [-0.39, -0.25, -3.47], [0.09, -1.38, -1.34], [-2.06, -2.10, -2.60], [-1.82, -3.37, -2.17], [-2.71, -4.41, -2.48], [-3.83, -4.16, -3.22], [-4.11, -2.85, -3.68], [-5.24, -2.53, -4.45], [-5.43, -1.23, -4.85], [-4.49, -0.27, -4.46], [-3.43, -0.53, -3.75], [-3.21, -1.79, -3.36], [-4.61, 0.77, -4.75], [-6.29, -0.95, -5.44], [-5.95, -3.31, -4.71], [-4.52, -4.95, -3.47], [-2.50, -5.41, -2.13], [-0.92, -3.56, -1.60], [-1.97, 1.61, -2.01], [-2.08, 1.44, -3.08], [-0.78, 2.51, -1.71], [-0.52, 2.58, -0.20], [0.36, 3.18, 0.00], [-1.37, 3.05, 0.31], [-0.97, 3.51, -2.11], [0.10, 2.10, -2.21], [-2.89, 2.05, -1.62], [-1.48, -0.69, 0.36], [-2.46, 0.80, 0.50]],
  "mulliken_charge": [-0.705, -0.359, 0.341, -0.674, 0.073, -0.876, 0.235, 0.412, 0.567, -0.597, -0.409, -0.787, -0.314, 0.398, 0.377, 0.375, 0.431, -0.338, -1.198, 0.325, -0.683, 0.558, 0.249, 0.574, 0.241, 0.601, 0.294, 1.104, 0.507, -1.468, 0.234, 1.512, -0.735, -0.711, -0.190, -0.312, -0.798, -0.774, 1.029, -0.612, -0.809, -0.073, -0.232, -0.136, 0.459, 0.373, 0.403, 0.392, 0.410, 0.567, -0.930, 0.422, -0.575, -1.145, 0.472, 0.309, 0.444, 0.356, 0.460, 0.444, 0.492],
  "homo_ev": -7.6404,
  "energy_ev": -52019.0753,
  "homo_lumo_gap_ev": 7.28,
  "lumo_ha": -0.013,
  "smiles": "O=C([C@@H]1CCCN(S(=O)(=O)c2cccc3cccnc23)C1)N1CCN(c2ccccc2F)CC1"
}

(3)
{
  "formula": "C25H27IN4O2",
  "method": "ωB97M-V/def2-TZVPD",
  "symbols": ["N", "C", "N", "N", "C", "C", "C", "C", "C", "C", "C", "C", "C", "C", "C", "O", "N", "I", "C", "O", "H", "H", "H", "H", "H", "H", "H", "H", "H", "H", "H", "H", "H", "H", "H", "C", "C", "C", "C", "C", "C", "H", "H", "H", "H", "H", "H", "C", "C", "C", "C", "C", "C", "H", "H", "H", "H", "H", "H"],
  "coordinates": [[-1.60, 1.39, 1.26], [-2.28, 1.69, 2.29], [-3.67, 1.96, 2.14], [-1.77, 1.81, 3.60], [-0.91, 0.70, 4.06], [-1.38, 0.11, 5.39], [-0.92, -1.35, 5.54], [-2.02, -2.37, 5.17], [-2.25, -2.38, 3.67], [-3.22, -1.54, 3.10], [-3.40, -1.44, 1.73], [-2.57, -2.20, 0.93], [-1.62, -3.05, 1.48], [-1.45, -3.17, 2.85], [-0.88, -3.69, 0.36], [-0.22, -4.68, 0.38], [-1.20, -2.94, -0.86], [0.32, -1.61, -1.22], [-2.47, -2.29, -0.55], [-3.29, -2.03, -1.37], [-0.62, 1.31, 1.51], [-3.83, 2.90, 1.81], [-4.18, 1.81, 2.99], [-2.53, 1.96, 4.24], [0.11, 1.07, 4.19], [-0.87, -0.07, 3.29], [-0.97, 0.70, 6.21], [-2.48, 0.15, 5.45], [-0.09, -1.52, 4.84], [-0.54, -1.57, 6.54], [-1.71, -3.36, 5.50], [-2.96, -2.12, 5.66], [-3.83, -0.95, 3.77], [-4.13, -0.76, 1.29], [-0.70, -3.83, 3.26], [3.12, 1.83, -1.30], [3.19, 0.52, -1.76], [4.31, 0.07, -2.44], [5.37, 0.93, -2.66], [5.31, 2.24, -2.20], [4.18, 2.69, -1.52], [2.24, 2.17, -0.77], [2.35, -0.15, -1.60], [4.35, -0.95, -2.81], [6.25, 0.59, -3.19], [6.14, 2.91, -2.37], [4.14, 3.71, -1.17], [0.13, 0.46, -6.59], [0.73, 0.51, -5.33], [1.87, 1.28, -5.14], [2.40, 2.00, -6.20], [1.81, 1.95, -7.45], [0.67, 1.18, -7.64], [-0.76, -0.14, -6.74], [0.30, -0.05, -4.52], [2.34, 1.33, -4.17], [3.29, 2.61, -6.04], [2.23, 2.52, -8.27], [0.20, 1.14, -8.62]],
  "mulliken_charge": [-0.625, 0.412, -0.475, -0.337, -0.548, -0.686, -0.803, -1.520, 0.648, -0.039, -0.823, 0.733, 0.495, -0.389, -0.080, -0.542, -0.514, 0.312, -0.072, -0.524, 0.263, 0.265, 0.223, 0.320, 0.326, 0.131, 0.442, 0.398, 0.476, 0.348, 0.487, 0.406, 0.433, 0.422, 0.516, -0.267, 0.522, -0.409, -0.421, -0.430, -0.433, 0.437, -0.643, 0.401, 0.379, 0.375, 0.384, -0.450, -0.405, 0.258, -0.597, -0.355, -0.427, 0.372, 0.340, 0.195, 0.384, 0.361, 0.352],
  "homo_ev": -9.0954,
  "energy_ev": -44518.4919,
  "homo_lumo_gap_ev": 8.39,
  "lumo_ha": -0.026
}

(4)
{
  "formula": "C25H27IrN8O3S2",
  "method": "ωB97M-V/def2-TZVPD",
  "symbols": ["Ir", "N", "C", "S", "N", "N", "C", "C", "C", "C", "C", "C", "N", "H", "H", "H", "H", "H", "H", "H", "O", "N", "N", "O", "C", "C", "C", "C", "C", "C", "H", "H", "H", "H", "H", "C", "C", "N", "C", "C", "C", "S", "N", "C", "O", "C", "C", "C", "C", "C", "C", "H", "H", "H", "H", "H", "H", "H", "H", "H", "H", "H", "H", "H", "H", "H"],
  "coordinates": [[-0.59, 0.19, -0.02], [2.56, -2.76, -1.40], [1.62, -2.07, -0.74], [0.35, -1.35, -1.70], [1.72, -2.02, 0.56], [0.75, -1.28, 1.15], [0.62, -1.38, 2.42], [-0.40, -0.57, 3.06], [-0.67, -0.64, 4.42], [-1.65, 0.17, 4.96], [-2.35, 1.03, 4.12], [-2.03, 1.04, 2.77], [-1.09, 0.26, 2.26], [2.50, -2.88, -2.40], [3.26, -3.26, -0.88], [1.24, -2.06, 2.99], [-0.10, -1.33, 5.04], [-1.87, 0.13, 6.01], [-3.12, 1.68, 4.50], [-2.55, 1.68, 2.08], [0.01, 2.48, 0.78], [0.80, 3.22, 0.24], [1.77, 2.53, -0.48], [1.92, 1.32, -0.34], [2.57, 3.31, -1.36], [3.23, 2.64, -2.38], [4.00, 3.37, -3.26], [4.12, 4.75, -3.12], [3.46, 5.40, -2.09], [2.67, 4.69, -1.19], [3.11, 1.57, -2.48], [4.52, 2.87, -4.07], [4.73, 5.32, -3.81], [3.55, 6.47, -1.97], [2.16, 5.19, -0.38], [-5.47, -2.57, -1.43], [-4.10, -2.44, -2.07], [-3.84, -1.09, -2.56], [-4.26, -0.80, -3.94], [-3.13, -0.99, -4.93], [-3.23, -0.15, -1.85], [-2.80, -0.53, -0.18], [-3.07, 1.05, -2.39], [-2.06, 1.88, -2.21], [-0.92, 1.58, -1.72], [-2.23, 3.26, -2.73], [-1.19, 4.18, -2.61], [-1.34, 5.47, -3.07], [-2.54, 5.87, -3.65], [-3.58, 4.96, -3.78], [-3.43, 3.66, -3.32], [-5.65, -3.60, -1.13], [-6.26, -2.28, -2.13], [-5.54, -1.93, -0.55], [-4.01, -3.10, -2.94], [-3.31, -2.72, -1.37], [-4.64, 0.22, -3.97], [-5.09, -1.47, -4.15], [-2.32, -0.29, -4.73], [-3.49, -0.83, -5.95], [-2.73, -2.01, -4.88], [-0.26, 3.86, -2.17], [-0.53, 6.18, -2.98], [-2.66, 6.88, -4.01], [-4.51, 5.26, -4.23], [-4.23, 2.94, -3.41]],
  "mulliken_spin": [2.632, 0.022, -0.038, 0.444, 0.032, 0.066, 0.027, 0.005, 0.007, -0.005, 0.004, -0.022, 0.097, 0.002, -0.004, -0.003, 0.001, 0.000, 0.000, -0.001, 0.324, 0.027, 0.214, 0.440, -0.030, 0.039, -0.020, 0.051, -0.027, 0.055, 0.001, 0.000, 0.002, -0.001, -0.001, -0.002, 0.008, 0.025, -0.003, 0.003, 0.009, 0.451, 0.013, 0.040, 0.107, 0.009, 0.007, 0.003, 0.000, 0.000, -0.001, 0.000, 0.000, 0.004, 0.000, -0.005, 0.001, 0.000, 0.000, 0.000, 0.000, -0.009, 0.000, 0.000, 0.000, 0.000],
  "homo_ev": [-10.1494, -10.8888],
  "charge": 1,
  "energy_ev": -68925.2774,
  "homo_lumo_gap_ev": [7.11, 6.12],
  "lumo_ha": [-0.112, -0.175],
  "spin_multiplicity": 6
}